(1)
# C20H23P2SW

A molecular structure, C20H23P2SW at a distorted geometry (ωB97M-V/def2-TZVPD, the Open Molecules 2025 dataset).

Results
* highest occupied orbital energy: -10.689 eV
* total energy: -1923.6622 a.u.
* charge: +1
* ΔE to the lowest compared entry with this formula, charge and spin: 0.371 eV
* 2S+1: 1

```
47
C20H23P2SW | the Open Molecules 2025 dataset | ωB97M-V/def2-TZVPD
W 0.057 -0.236 -0.667
C 3.600 -0.522 -1.787
P 2.387 -0.829 -0.460
C 3.014 -2.411 0.231
C 2.692 0.382 0.882
C 3.845 1.155 0.900
C 3.995 2.177 1.823
C 3.003 2.415 2.759
C 1.880 1.603 2.807
C 1.704 0.596 1.867
P 0.150 -0.361 1.733
C 0.295 -1.802 2.861
C -1.198 0.599 2.490
H 4.609 -0.763 -1.451
H 3.545 0.511 -2.131
H 3.342 -1.184 -2.619
H 3.863 -2.194 0.881
H 3.338 -3.047 -0.592
H 2.241 -2.934 0.789
H 4.626 0.978 0.177
H 4.880 2.797 1.804
H 3.097 3.240 3.448
H 1.138 1.770 3.574
H 0.231 -1.461 3.894
H 1.237 -2.326 2.720
H -0.532 -2.483 2.664
H -1.104 0.661 3.574
H -2.132 0.085 2.243
H -1.232 1.594 2.044
S 0.045 1.992 -0.853
C -3.989 1.887 -3.434
C -2.606 1.803 -3.660
C -1.865 0.838 -3.031
C -2.488 -0.067 -2.141
C -1.723 -1.012 -1.408
C -2.368 -1.993 -0.676
C -3.763 -1.981 -0.541
C -4.504 -0.985 -1.128
C -3.898 -0.017 -1.954
C -4.624 0.998 -2.611
H -4.551 2.666 -3.926
H -2.144 2.521 -4.321
H -0.789 0.736 -3.217
H -1.796 -2.777 -0.185
H -4.246 -2.746 0.048
H -5.573 -0.947 -0.981
H -5.688 1.075 -2.435
```

(2)
# C5H9NO3

C5H9NO3 in the gas phase at a distorted geometry (ωB97M-V/def2-TZVPD, the Open Molecules 2025 dataset).

Results
* highest occupied orbital energy: -9.439 eV
* total energy: -476.3888 a.u.
* charge: 0
* SMILES: CC(=O)C[C@H](N)C(=O)O
* ΔE to the lowest compared entry with this formula, charge and spin: 1.508 eV
* 2S+1: 1

```
18
C5H9NO3 | the Open Molecules 2025 dataset | ωB97M-V/def2-TZVPD
C -1.794 1.200 0.282
C -1.734 -0.274 -0.014
O -2.699 -1.003 0.219
C -0.522 -0.831 -0.791
C 0.733 -0.715 0.109
N 0.687 -0.307 1.503
C 1.570 0.280 -0.723
O 1.218 1.328 -1.246
O 2.895 -0.004 -0.619
H -2.841 1.513 0.333
H -1.345 1.407 1.255
H -1.308 1.789 -0.497
H -0.550 -0.390 -1.791
H -0.743 -1.898 -0.918
H 1.243 -1.683 0.032
H 1.642 -0.163 1.839
H 0.207 -1.005 2.068
H 3.341 0.757 -1.044
```

(3)
# C5H11N2O

A gas-phase ion, C5H11N2O (charge +1) at a distorted geometry (ωB97M-V/def2-TZVPD, the Open Molecules 2025 dataset).

Results
* highest occupied orbital energy: -15.754 eV
* total energy: -381.4842 a.u.
* charge: +1
* SMILES: C[N+]1=NOC(C)(C)C1
* ΔE to the lowest compared entry with this formula, charge and spin: 4.891 eV
* 2S+1: 1

```
19
C5H11N2O | the Open Molecules 2025 dataset | ωB97M-V/def2-TZVPD
C -2.714 0.277 0.304
N -1.423 -0.152 0.079
N -1.192 -1.340 -0.128
O 0.162 -1.591 -0.194
C 0.900 -0.302 -0.135
C 1.678 -0.319 1.212
C 1.650 -0.156 -1.410
C -0.307 0.734 0.025
H -2.740 1.433 0.040
H -2.776 0.243 1.436
H -3.493 -0.160 -0.390
H 1.078 -0.746 1.923
H 1.914 0.784 1.465
H 2.535 -0.958 1.235
H 1.046 -0.021 -2.382
H 2.134 -1.141 -1.494
H 2.475 0.688 -1.475
H -0.356 1.389 0.886
H -0.568 1.338 -0.999
```

(4)
# CHN3O2P

A gas-phase ion, CHN3O2P (charge -1) at a distorted geometry (ωB97M-V/def2-TZVPD, the Open Molecules 2025 dataset).

Results
* highest occupied orbital energy: -3.993 eV
* total energy: -694.8605 a.u.
* charge: -1
* SMILES: O=C1N=P([O-])=NN1
* ΔE to the lowest compared entry with this formula, charge and spin: 2.195 eV
* 2S+1: 1

```
8
CHN3O2P | the Open Molecules 2025 dataset | ωB97M-V/def2-TZVPD
O -1.717 -1.795 -0.074
C -0.741 -0.944 -0.046
N 0.606 -1.095 0.013
P 1.500 0.453 -0.031
O 2.922 0.743 -0.124
N 0.144 1.386 0.020
N -0.937 0.513 -0.121
H -1.777 0.739 0.363
```